# C18H47N2O8Y

C18H47N2O8Y as an isolated structure at a distorted geometry (the ωB97M-V functional and the def2-TZVPD basis, OMol25).

Values from the calculation:
ΔE to the lowest compared entry with this formula, charge and spin	0.00	kJ/mol
LUMO	-0.36	eV
M	508.49	g mol⁻¹
gap between HOMO and LUMO	5.38	eV
energy	-39832.7889	eV
HOMO level	-0.211	hartree

The geometry in XYZ format:
```
76
Properties=species:S:1:pos:R:3:forces:R:3:lowdin_charge:R:1
H -2.1610 1.7110 -0.4202 0.16 -0.01 0.10 0.08
C -4.6090 -3.3035 3.3118 -0.04 -0.83 0.87 -0.20
H -5.2361 -2.5964 1.3577 -0.16 0.02 0.24 0.12
C 4.2915 1.1825 -2.0143 0.02 0.14 0.62 -0.04
H 0.1289 4.6236 -1.7602 0.29 0.21 -0.41 0.09
O -1.5427 -1.1204 1.4081 1.87 -0.12 -0.59 -0.32
H 3.5088 -0.2011 -4.5895 0.05 0.34 0.06 0.08
N -2.5560 -1.8461 2.0084 -1.37 1.19 -0.50 -0.19
H 2.7808 1.9900 0.6790 -0.11 -0.11 -0.19 0.02
H -1.3317 0.0058 3.8938 -0.07 -0.22 0.34 0.06
H 1.4839 -0.6807 3.1900 -0.02 0.04 0.00 0.08
O -0.2811 1.9518 1.3952 0.18 -0.36 -0.71 -0.44
H 3.9224 0.7396 -1.0873 -0.03 -0.09 -0.05 0.06
H 4.5656 3.7179 -2.9435 -0.01 0.11 -0.08 0.10
H 4.2510 4.2714 -4.5632 -0.20 0.09 -0.07 0.11
H 2.0349 -1.9014 -0.9702 -0.04 0.23 -0.08 0.06
H 2.8264 -1.7637 0.3422 0.00 0.10 0.04 0.08
C -2.2416 -4.2170 1.3684 -0.10 -0.26 -1.05 -0.03
C 0.3193 3.6834 -2.2913 -1.21 -0.05 0.84 -0.04
H 4.5633 1.8560 -4.6481 0.01 -0.16 0.32 0.12
O 1.2763 1.0146 -1.7085 -0.69 -0.59 1.40 -0.34
H -2.3380 -4.8259 0.4541 -0.18 0.07 0.15 0.08
H 1.8561 -0.1517 -4.0135 -0.09 0.09 0.20 0.08
H 2.6523 5.1855 -2.8154 -0.14 -0.17 0.21 0.12
H -4.1017 -3.1383 -0.6568 0.17 -0.31 0.06 0.09
C -1.6842 -2.6285 4.2071 -0.41 0.14 0.24 -0.01
H 4.7255 2.1539 -1.7747 -0.06 -0.04 0.11 0.06
C 3.1598 1.3181 -3.0330 0.54 0.71 -1.54 -0.52
H 2.2820 4.6930 -0.6622 -0.16 -0.01 0.15 0.09
H -0.0832 3.7273 -3.3034 0.24 0.10 -0.09 0.09
C 3.8311 3.6697 -3.7564 0.00 -0.03 0.64 -0.19
C 2.8905 -0.0374 -3.6988 0.37 -0.77 0.18 -0.04
H 3.3598 3.3119 -0.7087 -0.02 0.07 -0.15 0.07
O -0.5178 -1.3233 -1.3952 0.28 -0.51 -0.64 -0.10
H -0.4083 -1.1526 -2.3386 0.17 0.23 0.09 0.09
C -4.0889 -1.9786 3.8454 -1.00 -0.73 -0.39 -0.15
C 1.7753 3.2783 -2.2308 0.53 0.93 -0.10 -0.51
H -5.6108 -3.5430 3.6886 -0.16 0.45 -0.29 0.11
H -2.3723 -2.7258 -0.7255 -0.19 -0.08 -0.10 0.04
H -0.7685 -2.2476 -1.2975 -0.13 0.09 0.17 0.06
H -2.7396 0.4285 3.0761 -0.39 -0.15 0.11 0.09
O 1.9907 -1.5420 -0.0768 0.04 -0.45 0.08 -0.09
H -0.3167 2.9965 -1.7366 0.27 -0.33 0.04 0.05
H -4.7312 -1.2439 3.3474 0.22 0.36 0.24 0.13
H 1.8275 4.4084 -4.0974 0.04 -0.42 -0.10 0.11
H 3.1941 -0.8629 -3.0396 -0.44 0.04 0.08 0.07
C -2.6548 -1.7198 3.4280 0.38 0.64 0.59 -0.54
H -4.7263 -4.2957 1.4133 -0.31 0.08 -0.03 0.12
H -2.8760 -0.0503 4.7985 0.09 0.04 0.11 0.08
O 0.7528 -0.4641 2.6043 0.55 -0.42 0.37 -0.12
H -2.5488 -4.8739 2.1798 0.32 0.13 0.27 0.06
H 2.8868 2.2061 -4.9600 -0.01 -0.05 0.04 0.12
H 5.1298 0.5870 -2.3840 -0.20 -0.17 -0.19 0.09
C 3.6509 2.2370 -4.1731 0.07 -0.16 -0.75 -0.17
H 0.3760 2.2321 2.0347 -0.15 0.09 0.16 -0.05
C -3.2998 -2.5712 -0.1799 -0.09 0.69 -0.55 -0.04
C -3.1294 -2.9366 1.2722 0.45 -0.96 0.71 -0.52
N 1.8896 1.8919 -2.6147 -0.30 -1.03 -0.15 -0.15
H -1.8600 1.3280 -1.8896 0.21 -0.04 -0.06 0.08
H -1.1833 -3.9474 1.3978 -0.03 0.05 0.39 0.08
H -1.7751 -2.3819 5.2696 0.23 -0.15 0.00 0.09
H 3.2440 0.8527 1.6116 -0.06 0.04 0.05 0.08
O 2.5542 1.1031 0.9901 0.27 -0.25 0.42 -0.10
O -1.5941 1.1657 -0.9818 -0.55 0.10 0.37 -0.10
H -3.5708 -1.5172 -0.2815 0.14 -0.01 0.09 0.10
Y 0.2447 0.1613 0.3137 -0.78 1.23 -0.18 1.55
H 0.0013 -1.0432 2.8391 -0.19 0.20 -0.49 0.02
C 2.3134 3.6169 -0.8257 0.24 -0.37 0.20 -0.02
H -1.9315 -3.6773 4.0618 0.13 -0.08 0.05 0.06
H 1.7194 3.1035 -0.0634 -0.28 0.36 -0.14 0.05
H -4.0606 -4.1750 3.7050 0.34 0.32 -0.08 0.10
C -4.5317 -3.2962 1.8159 0.36 -0.16 -0.73 -0.15
H -0.6544 -2.4623 3.8877 0.05 -0.10 0.03 0.06
H -4.2448 -1.8911 4.9216 0.24 -0.01 0.05 0.12
C 2.4919 4.1925 -3.2551 0.36 0.62 -0.24 -0.14
C -2.3913 -0.2616 3.8480 0.51 0.39 -0.74 -0.03
```
Positions in Å, forces in eV/Å.